Record 1
An isolated molecule of C4H2FN3 at a distorted geometry. Source: OMol25; level of theory: ωB97M-V/def2-TZVPD.

Last column: natural (NBO) charge in e.
Positions of all 10 atoms, in Å:
C (0.05, 0.02, -1.03)  -0.078
N (-2.25, -2.68, -0.07)  -0.266
C (-1.43, -1.89, -0.08)  0.197
C (-0.50, -0.87, -0.29)  -0.165
F (0.49, 0.54, 2.85)  -0.263
N (1.06, 1.36, 0.77)  -0.293
C (0.44, 0.66, 1.59)  0.628
H (0.26, -0.19, -2.16)  0.244
N (0.85, 1.14, -0.53)  -0.398
H (1.04, 1.91, -1.06)  0.394

**Relative energy (zero: lowest compared OMol25 entry of this formula, charge and spin)**: 2.832 eV
**LUMO level (spin up / spin down)**: -1.44 / -1.44 eV
**Kohn-Sham gap (spin up / spin down)**: 7.71 / 7.71 eV
**Net charge**: 0
**HOMO level (spin up / spin down)**: -9.2 / -9.2 eV

Record 2
An isolated molecule of C21H18O6. Source: OMol25; level of theory: ωB97M-V/def2-TZVPD.

Last column: natural (NBO) charge in e.
Positions of all 45 atoms, in Å:
O (-0.12, -1.44, 1.23)  -0.545
C (1.77, -2.79, -0.82)  0.027
C (3.48, -1.58, 0.37)  -0.126
C (-4.69, 2.17, -0.86)  -0.195
C (-4.18, -2.42, 0.59)  -0.244
C (-3.37, 2.50, -0.64)  -0.221
H (2.96, -3.61, 0.74)  0.212
C (-2.95, 0.22, 0.12)  0.239
C (0.95, -4.02, -1.01)  -0.634
C (-0.77, -0.50, 0.86)  0.767
H (3.25, 2.63, -2.01)  0.210
H (-3.00, 3.49, -0.83)  0.217
C (2.76, -2.74, 0.15)  -0.210
H (3.32, 2.55, 1.05)  0.224
H (-3.37, -2.72, -0.07)  0.187
O (1.70, 0.80, 1.95)  -0.550
C (-0.29, 0.86, 0.63)  -0.273
H (0.78, -1.68, -2.37)  0.207
C (-4.30, -0.11, -0.11)  0.278
H (4.24, -1.54, 1.13)  0.228
C (3.09, 2.11, 0.07)  -0.011
H (0.17, -4.04, -0.24)  0.233
H (-4.92, -3.22, 0.65)  0.194
H (1.56, -4.92, -0.89)  0.218
H (-5.38, 2.91, -1.24)  0.220
O (-2.09, -0.73, 0.58)  -0.471
C (3.92, 0.81, 0.00)  0.578
C (1.53, -1.65, -1.59)  -0.240
O (-4.89, -1.31, 0.08)  -0.487
C (-1.12, 1.81, 0.13)  -0.068
C (3.51, 3.06, -1.05)  -0.613
H (-6.17, 0.62, -0.78)  0.231
C (3.20, -0.43, -0.37)  -0.211
O (1.69, 1.88, -0.02)  -0.516
H (2.02, 0.39, -1.97)  0.208
C (1.13, 1.15, 0.95)  0.801
H (-3.78, -2.22, 1.59)  0.188
C (-5.14, 0.89, -0.61)  -0.226
C (-2.49, 1.53, -0.14)  -0.067
O (5.09, 0.84, 0.28)  -0.528
H (-0.75, 2.81, -0.05)  0.230
H (2.99, 4.01, -0.94)  0.219
H (4.58, 3.22, -1.00)  0.238
C (2.22, -0.48, -1.36)  -0.131
H (0.47, -4.04, -1.98)  0.212

**LUMO level**: -0.55 eV
**Kohn-Sham gap**: 8.33 eV
**Net charge**: 0
**Structure (SMILES)**: COc1cccc2cc(C(=O)O[C@H](C)C(=O)c3ccc(C)cc3)c(=O)oc12
**HOMO level**: -8.9 eV